(1)
{
  "formula": "C7H13ClI2InN2OP",
  "method": "the ωB97M-V functional and the def2-TZVPD basis",
  "charge": 2,
  "fmax_ev_per_a": 11.9,
  "gap_ev": 5.0,
  "multiplicity": 1,
  "e_homo_ev": -14.43,
  "energy_ev": -55667.2296,
  "lumo_energy_ev": -9.44,
  "symbols": ["I", "I", "In", "P", "C", "C", "H", "H", "H", "C", "H", "H", "H", "H", "H", "H", "C", "O", "Cl", "N", "C", "C", "C", "N", "H", "H", "H", "H"],
  "coordinates": [[-5.09732, 0.77888, -2.19731], [-3.40519, 2.46604, -3.46318], [-0.46060, 0.66891, 0.06568], [-0.00206, -1.40975, -1.17318], [1.16997, -1.40480, -2.49397], [0.51608, -2.66247, 0.00168], [-2.32923, -2.00660, -1.05357], [-1.41423, -2.97541, -2.26189], [-1.91482, -1.28934, -2.62919], [-1.56695, -1.96564, -1.84006], [-0.18621, -2.71938, 0.84154], [0.54178, -3.63191, -0.52832], [1.20934, -2.42429, -2.92087], [2.17091, -1.12848, -2.13885], [1.51820, -2.43889, 0.39224], [0.87625, -0.69960, -3.28149], [0.98714, 1.61189, -1.17051], [1.79762, 2.16366, -1.86335], [-1.90120, -0.39181, 1.35766], [0.32273, 2.84463, 2.01588], [0.80831, 3.11526, 3.24616], [1.25622, 1.91182, 3.79398], [1.01811, 0.90912, 2.84549], [0.45259, 1.48868, 1.76510], [-0.08895, 3.47422, 1.35514], [0.81593, 4.07401, 3.65972], [1.69163, 1.77867, 4.75702], [1.21396, -0.13742, 2.91845]],
  "atomic_forces_ev_per_a": [[0.392, 0.319, -0.222], [-0.177, -0.418, 0.392], [-0.546, -1.195, 0.437], [-0.281, -1.038, -0.024], [0.700, -0.091, -0.801], [0.273, -0.407, 0.257], [0.182, -0.033, -0.148], [-0.137, 0.385, 0.126], [0.039, -0.137, 0.077], [-0.393, -0.278, -0.293], [0.104, -0.032, -0.243], [0.018, 0.339, 0.283], [0.076, 0.465, 0.081], [-0.149, -0.149, -0.079], [-0.204, -0.115, -0.130], [0.022, -0.204, 0.070], [7.263, 6.674, -6.723], [-5.847, -4.499, 5.094], [-2.174, -0.656, 1.101], [0.992, -1.521, 1.293], [0.079, -2.157, -0.635], [-0.293, 0.176, -0.617], [-0.428, 2.279, 0.034], [0.529, 1.166, 0.160], [-0.130, 0.229, -0.130], [-0.069, 1.305, 0.417], [0.180, 0.000, 0.387], [-0.019, -0.406, -0.163]],
  "mulliken_charge": [0.05, -0.03, 0.83, 0.45, -1.17, -1.16, 0.37, 0.45, 0.34, -1.09, 0.36, 0.45, 0.40, 0.41, 0.38, 0.41, 0.51, -0.17, -0.32, -0.06, -0.08, -0.74, -0.18, 0.03, 0.18, 0.52, 0.41, 0.47]
}

(2)
{
  "formula": "C9H14O",
  "method": "the ωB97M-V functional and the def2-TZVPD basis",
  "charge": 1,
  "fmax_ev_per_a": 1.6,
  "gap_ev": [10.2, 6.9],
  "multiplicity": 2,
  "e_homo_ev": [-14.11, -14.46],
  "energy_ev": -11598.7961,
  "lumo_energy_ev": [-3.92, -7.58],
  "symbols": ["C", "C", "H", "H", "H", "H", "H", "H", "C", "C", "C", "C", "C", "C", "C", "O", "H", "H", "H", "H", "H", "H", "H", "H"],
  "coordinates": [[0.67372, 2.60360, 0.23919], [-0.25092, 3.10738, 1.33865], [0.88068, 1.54020, 0.35150], [0.13756, 2.76690, -0.69631], [1.57232, 3.15024, -0.04649], [0.29693, 3.37891, 2.23438], [-0.98953, 2.32733, 1.56449], [-0.95811, 3.88322, 1.04982], [-1.12153, -0.31134, -2.29346], [-0.97099, -0.80793, 0.14180], [-0.40523, -0.89929, -1.15438], [-0.43364, -1.43200, 1.22912], [0.70438, -2.25066, 1.05152], [0.81069, -1.63724, -1.30192], [1.24827, -2.40346, -0.27638], [1.32540, -2.96107, 1.96097], [-1.79981, -0.19252, 0.38902], [-0.75378, -1.16743, 2.22907], [-1.85147, 0.42813, -2.06818], [-1.63812, -1.14316, -2.78328], [1.27561, -1.54453, -2.27389], [0.75090, -3.41390, 2.60480], [1.98917, -3.17196, -0.45335], [-0.49251, 0.15057, -3.03669]],
  "atomic_forces_ev_per_a": [[-0.772, 0.425, -1.285], [-0.334, -0.383, 0.176], [0.273, 0.030, -0.026], [-0.351, -0.627, -0.285], [0.292, 0.089, 1.041], [-0.219, 0.085, 0.215], [0.441, -0.283, 0.350], [0.661, 0.602, -0.207], [0.309, -0.356, -0.585], [0.423, -0.465, 1.026], [0.154, 0.228, 0.541], [0.504, 0.274, 0.318], [-0.086, -0.716, -1.251], [-0.975, 0.723, -0.341], [0.491, 0.172, -0.063], [-0.249, -0.567, 0.142], [-0.730, 0.606, -0.496], [-0.239, -0.294, 0.006], [-0.690, 0.412, 0.710], [-0.081, -0.031, -0.188], [0.176, -0.665, -0.013], [0.080, 0.662, 0.228], [0.319, 0.230, 0.290], [0.604, -0.152, -0.304]],
  "mulliken_charge": [-0.60, -0.86, 0.10, 0.21, 0.37, 0.29, 0.20, 0.33, -1.57, -0.35, 0.68, -0.46, 0.64, -0.46, -0.42, -0.42, 0.41, 0.42, 0.39, 0.39, 0.47, 0.39, 0.44, 0.43]
}

(3)
{
  "formula": "C34H42AuGeOP",
  "method": "the ωB97M-V functional and the def2-TZVPD basis",
  "charge": 0,
  "fmax_ev_per_a": 0.1,
  "gap_ev": [5.6, 7.5],
  "multiplicity": 3,
  "e_homo_ev": [-5.08, -8.10],
  "energy_ev": -107482.6515,
  "lumo_energy_ev": [0.55, -0.63],
  "symbols": ["Au", "C", "Ge", "C", "C", "C", "C", "C", "C", "C", "C", "C", "C", "C", "C", "C", "C", "C", "C", "C", "C", "H", "H", "H", "H", "H", "H", "H", "H", "H", "H", "H", "H", "H", "H", "H", "H", "C", "C", "P", "C", "C", "C", "C", "H", "H", "H", "H", "H", "H", "H", "H", "H", "H", "H", "H", "H", "H", "H", "C", "H", "H", "H", "C", "C", "O", "C", "C", "C", "C", "C", "C", "H", "H", "H", "H", "H", "H", "H", "H"],
  "coordinates": [[-0.56148, 0.53277, -0.32438], [2.09816, 1.14833, 1.38775], [3.10890, 0.59271, 2.99492], [2.91442, 2.01193, 4.32832], [3.07820, 3.34977, 3.96591], [2.96203, 4.36670, 4.90312], [2.67816, 4.05881, 6.22667], [2.51439, 2.73437, 6.60528], [2.63225, 1.72147, 5.66212], [5.00282, 0.39326, 2.56474], [5.42626, -0.53092, 1.60708], [6.77194, -0.66913, 1.29901], [7.71788, 0.11553, 1.94504], [7.31349, 1.03562, 2.90117], [5.96537, 1.17059, 3.20745], [2.41769, -1.05899, 3.76609], [1.09012, -1.12641, 4.19171], [0.59369, -2.27180, 4.79573], [1.41928, -3.37421, 4.97732], [2.73865, -3.32493, 4.55238], [3.23432, -2.17222, 3.95546], [1.05136, 1.12259, 1.68612], [3.30822, 3.60872, 2.93726], [3.09459, 5.39857, 4.60228], [2.58601, 4.84965, 6.96034], [2.29494, 2.48894, 7.63686], [2.50006, 0.69021, 5.97011], [4.70247, -1.14888, 1.08677], [7.08034, -1.38801, 0.54991], [8.76830, 0.00908, 1.70413], [8.04743, 1.64797, 3.41028], [5.66069, 1.89136, 3.95842], [0.42859, -0.28054, 4.04055], [-0.43948, -2.30758, 5.11807], [1.03296, -4.27024, 5.44686], [3.38563, -4.18245, 4.69024], [4.27067, -2.14035, 3.63784], [0.66929, 4.58231, -2.56818], [0.38060, 3.54528, -1.48629], [-0.31666, 1.96269, -2.06732], [0.83145, 1.39175, -3.37136], [0.84238, -0.12496, -3.55140], [-1.87346, 2.39769, -2.90747], [-2.55402, 1.18936, -3.54702], [1.11698, 5.47356, -2.12823], [-0.24015, 4.89422, -3.08238], [1.36591, 4.19921, -3.31455], [-0.30958, 3.93900, -0.73626], [1.29423, 3.27223, -0.95067], [1.82618, 1.72248, -3.06082], [0.58490, 1.91065, -4.30232], [1.17458, -0.61112, -2.63334], [1.53315, -0.40583, -4.34682], [-0.14383, -0.51575, -3.80440], [-1.67519, 3.16949, -3.65484], [-2.51841, 2.83712, -2.14203], [-1.96621, 0.79587, -4.37675], [-3.53329, 1.46458, -3.93805], [-2.69062, 0.38735, -2.81979], [-2.60666, 0.87768, 0.44578], [-2.68671, 0.12464, 1.22457], [-3.31398, 0.72417, -0.36467], [-2.64280, 1.89149, 0.83642], [0.83991, -3.08540, 1.15617], [0.95976, -1.62876, 0.83357], [-0.08123, -0.88907, 1.16605], [2.07223, -1.09673, 0.12986], [2.45200, 0.29324, 0.20294], [3.39111, 0.77623, -0.69890], [4.02911, -0.03862, -1.63031], [3.76366, -1.41010, -1.61217], [2.82342, -1.92722, -0.74915], [0.32232, -3.18129, 2.11114], [1.80847, -3.57830, 1.23323], [0.23720, -3.60936, 0.40440], [2.37240, 2.18956, 1.19647], [3.69038, 1.81830, -0.61914], [4.76432, 0.37474, -2.30820], [4.28712, -2.07306, -2.29076], [2.60264, -2.98669, -0.78010]],
  "atomic_forces_ev_per_a": [[0.097, 0.005, 0.012], [0.033, 0.054, 0.052], [0.030, 0.004, -0.007], [-0.008, 0.026, 0.004], [0.001, -0.003, -0.008], [0.004, -0.001, 0.007], [-0.002, -0.003, -0.003], [0.004, 0.014, -0.004], [0.002, -0.022, 0.002], [-0.007, -0.028, -0.001], [-0.011, -0.004, -0.005], [0.010, 0.013, 0.005], [-0.001, -0.002, -0.001], [0.003, -0.004, -0.008], [-0.014, 0.017, 0.013], [-0.006, -0.007, 0.003], [-0.001, 0.012, -0.011], [0.008, -0.011, 0.002], [-0.007, 0.007, 0.002], [-0.005, -0.004, 0.001], [0.013, 0.004, -0.006], [-0.045, -0.031, -0.033], [-0.001, -0.003, -0.001], [-0.001, 0.001, 0.000], [0.001, -0.001, 0.000], [-0.001, -0.003, -0.001], [-0.002, 0.005, 0.002], [0.002, -0.002, 0.001], [-0.002, -0.001, -0.001], [-0.001, -0.001, 0.001], [-0.002, 0.000, 0.002], [0.009, 0.000, 0.000], [-0.002, -0.001, 0.000], [-0.001, 0.001, 0.001], [-0.001, 0.000, 0.000], [0.001, 0.002, 0.000], [-0.003, -0.004, 0.002], [0.000, 0.010, -0.006], [0.008, 0.003, -0.017], [-0.037, 0.001, 0.023], [-0.013, 0.004, 0.008], [-0.004, -0.003, 0.001], [0.002, 0.000, -0.012], [-0.008, 0.001, -0.003], [0.003, -0.003, 0.004], [0.002, -0.003, -0.001], [-0.002, -0.002, -0.002], [-0.007, -0.012, 0.005], [0.000, 0.011, 0.001], [0.001, -0.003, -0.002], [0.007, -0.004, -0.005], [0.009, -0.002, 0.003], [0.002, 0.000, 0.002], [-0.002, 0.006, -0.001], [0.000, 0.001, 0.000], [0.005, 0.003, 0.006], [0.003, 0.002, 0.002], [-0.001, 0.000, 0.004], [0.000, 0.001, -0.003], [-0.016, -0.008, 0.010], [-0.002, 0.002, 0.001], [0.005, 0.002, 0.001], [0.003, 0.001, -0.002], [-0.006, 0.012, -0.001], [0.008, 0.013, -0.008], [-0.005, -0.013, -0.008], [-0.026, 0.025, 0.021], [-0.033, -0.063, -0.017], [0.018, 0.002, -0.012], [-0.002, 0.011, 0.006], [-0.001, -0.017, 0.000], [0.006, 0.005, -0.015], [0.000, -0.002, -0.001], [0.001, -0.002, -0.001], [0.002, -0.008, 0.003], [-0.011, -0.001, -0.007], [-0.004, 0.001, -0.001], [-0.001, 0.003, 0.001], [-0.002, -0.001, 0.001], [0.000, 0.001, 0.000]],
  "mulliken_charge": [0.53, -1.20, 2.52, -0.27, -0.27, -0.71, -0.44, -0.67, -0.39, -0.39, 0.46, -0.86, -0.57, -0.64, -0.56, -0.22, 0.06, -0.86, -0.47, -0.60, -0.41, 0.50, 0.28, 0.39, 0.38, 0.40, 0.30, 0.60, 0.44, 0.38, 0.40, 0.34, 0.41, 0.38, 0.36, 0.40, 0.36, -1.36, -0.19, 0.50, -0.69, -1.03, -0.48, -1.24, 0.44, 0.32, 0.29, 0.50, 0.05, 0.46, 0.51, 0.07, 0.41, 0.29, 0.47, 0.40, 0.31, 0.40, 0.26, -1.53, 0.38, 0.39, 0.45, -1.70, 0.96, -0.90, 0.89, 0.95, -1.23, -0.91, -0.91, -0.93, 0.36, 0.39, 0.34, 0.46, 0.37, 0.42, 0.41, 0.35]
}

(4)
{
  "formula": "C20H40BBrClN6O8P",
  "method": "the ωB97M-V functional and the def2-TZVPD basis",
  "charge": 0,
  "fmax_ev_per_a": 8.1,
  "gap_ev": 6.9,
  "multiplicity": 1,
  "e_homo_ev": -7.73,
  "energy_ev": -139233.7992,
  "lumo_energy_ev": -0.79,
  "symbols": ["N", "B", "O", "C", "C", "O", "O", "C", "N", "C", "P", "O", "Cl", "C", "C", "C", "C", "Br", "C", "C", "C", "N", "O", "H", "H", "H", "H", "H", "H", "H", "H", "H", "H", "H", "H", "H", "H", "H", "H", "H", "H", "H", "C", "O", "N", "C", "C", "H", "H", "H", "H", "H", "H", "H", "C", "O", "N", "C", "C", "H", "H", "H", "H", "H", "H", "H", "C", "O", "N", "C", "C", "H", "H", "H", "H", "H", "H", "H"],
  "coordinates": [[-0.29439, 3.76102, -0.04429], [1.12731, 3.23194, -0.18501], [2.07341, 3.95656, -1.06902], [1.51410, 1.86162, 0.68190], [0.53000, 2.08032, 2.01694], [-0.71795, 1.61453, 2.11225], [1.16569, 2.84255, 3.12994], [3.11193, 2.19594, 1.04832], [3.78773, 1.29822, 0.25960], [2.96147, 0.38504, -0.67052], [3.32977, 1.17081, -2.37386], [3.16583, 0.04470, -3.69142], [5.43915, 1.66396, -2.38555], [1.38642, 0.39291, -0.10825], [1.10574, -0.87413, 0.89082], [2.05416, -0.95003, 2.22224], [3.38797, -1.93683, 2.00989], [2.70175, -3.85779, 1.99906], [0.17124, 0.45801, -1.21767], [-0.33342, -0.99975, -1.77426], [0.78411, -1.84229, -2.63003], [1.92014, -2.66800, -2.07003], [0.67349, -1.82252, -3.98770], [-0.39429, 4.40785, 0.78366], [-0.57463, 4.29153, -0.90312], [1.50198, 4.70827, -1.45903], [3.49358, 3.01545, 1.80922], [4.82802, 1.31739, 0.36506], [3.35889, -0.71726, -0.81683], [3.26144, 0.62024, -4.52884], [1.19359, -1.93991, 0.36007], [-0.01794, -0.76651, 1.27645], [2.35047, 0.07921, 2.69175], [1.40996, -1.51085, 3.05666], [3.97797, -1.70294, 1.02692], [4.12176, -1.87512, 2.91926], [0.44829, 1.09750, -2.18726], [-0.79894, 0.99661, -0.77767], [-0.81494, -1.69978, -0.95203], [-1.22215, -0.76812, -2.53745], [2.82779, -2.49761, -2.56103], [1.68506, -3.68373, -2.00626], [-0.18285, -3.86332, 5.65658], [1.01548, -3.63984, 5.54175], [-0.85147, -4.93887, 5.11204], [-2.27499, -5.13154, 5.29503], [-0.10933, -5.90781, 4.33210], [-0.84192, -3.19027, 6.22922], [-2.44026, -6.08931, 5.79646], [-2.75921, -5.14070, 4.31443], [-2.70607, -4.32984, 5.90096], [0.67534, -6.34280, 4.95822], [0.35805, -5.39899, 3.48372], [-0.77084, -6.69876, 3.96819], [-0.79462, 6.97074, -2.96536], [-0.17717, 6.12586, -2.32972], [-1.65050, 7.90835, -2.42800], [-2.34485, 8.87631, -3.25138], [-1.86365, 7.92800, -0.99548], [-0.70615, 7.04518, -4.06168], [-2.05677, 9.88218, -2.93311], [-3.42247, 8.74302, -3.12068], [-2.09257, 8.74777, -4.30757], [-0.90468, 8.09245, -0.49519], [-2.26343, 6.95905, -0.68180], [-2.56353, 8.72170, -0.72009], [-2.19156, -4.55874, -0.88079], [-1.03494, -4.17886, -1.01134], [-3.23125, -4.26473, -1.73695], [-4.57503, -4.75472, -1.51074], [-2.97417, -3.44020, -2.89970], [-2.49759, -5.19123, -0.03132], [-4.87729, -5.36488, -2.36654], [-5.25042, -3.90036, -1.41053], [-4.62527, -5.36077, -0.60195], [-2.21746, -3.92776, -3.52148], [-2.58865, -2.47068, -2.57031], [-3.88951, -3.29466, -3.47987]],
  "atomic_forces_ev_per_a": [[1.769, 0.800, -0.631], [-0.721, 1.746, -1.211], [-3.294, -0.647, 1.261], [0.532, 1.542, 1.566], [-2.121, 1.000, 5.733], [6.683, 1.872, -1.487], [-2.240, -3.614, -6.296], [-2.558, -3.574, -2.413], [-0.676, 2.062, 2.773], [0.767, -2.282, -0.438], [-1.074, 1.561, -2.479], [0.922, 1.747, 1.025], [-0.752, -0.947, 0.410], [0.617, 1.096, 0.381], [-0.297, -0.213, 0.875], [-0.149, -1.290, 0.625], [-0.258, 1.357, 0.507], [0.722, 1.371, -0.268], [-0.361, 0.107, -0.856], [-0.446, -0.488, -0.371], [-0.361, -0.629, -6.874], [-1.195, 1.238, -0.056], [0.498, 0.274, 8.098], [-0.074, -1.320, -1.003], [0.443, -0.292, 1.162], [1.366, -1.408, 0.764], [-0.679, -2.001, -1.765], [-1.213, -0.491, -0.839], [-0.529, 2.052, 1.253], [-0.335, -1.240, 1.934], [-0.089, 2.579, 0.789], [2.490, 0.008, -0.943], [-0.493, -1.801, -1.061], [1.468, 1.344, -1.777], [-1.244, -0.773, 1.827], [-1.546, -0.154, -1.762], [-0.274, -1.277, 2.136], [2.390, -1.190, -0.489], [1.366, 1.503, -1.514], [2.249, -0.527, 1.485], [-1.619, -0.354, -0.010], [0.109, 1.370, -0.051], [0.339, -0.487, -0.411], [-0.984, -0.431, -0.054], [0.368, 1.074, 0.614], [0.261, -0.060, -0.085], [0.299, 0.162, 0.010], [-0.085, -0.081, -0.044], [-0.225, 0.068, -0.033], [-0.187, -0.034, 0.137], [0.150, -0.100, -0.105], [-0.001, -0.055, -0.218], [0.051, -0.205, 0.040], [0.039, 0.198, 0.127], [-0.599, 0.643, 0.549], [-0.335, 0.402, -0.020], [1.023, -1.085, -0.859], [0.015, -0.050, 0.157], [0.195, -0.258, 0.150], [-0.065, 0.074, 0.070], [-0.149, 0.016, -0.163], [0.036, 0.171, -0.138], [0.004, -0.038, 0.205], [-0.189, -0.036, 0.120], [0.038, 0.164, 0.158], [0.144, -0.151, -0.162], [-0.364, 0.365, -0.733], [-0.720, -0.081, -0.157], [0.978, -0.467, 1.126], [0.125, 0.118, -0.119], [0.338, 0.055, 0.001], [-0.089, 0.019, -0.067], [-0.179, 0.003, 0.138], [-0.130, -0.187, 0.018], [0.087, 0.117, -0.144], [-0.062, 0.234, -0.062], [-0.056, -0.105, -0.253], [0.137, -0.089, 0.195]],
  "mulliken_charge": [-0.52, 0.89, -0.59, 0.25, 0.07, -0.63, -0.76, -0.54, 0.12, -0.40, 0.21, -0.43, -0.32, 0.90, -0.51, -0.72, -0.47, -0.19, -0.77, -0.41, 0.21, -0.31, -0.61, 0.23, 0.17, 0.31, 0.39, 0.34, 0.33, 0.35, 0.11, 0.38, 0.33, 0.23, 0.21, 0.41, 0.25, 0.38, 0.30, 0.33, 0.26, 0.27, 0.11, -0.56, 0.14, -0.89, -0.84, 0.29, 0.33, 0.30, 0.30, 0.30, 0.14, 0.37, 0.07, -0.62, 0.13, -0.91, -0.89, 0.28, 0.33, 0.33, 0.29, 0.28, 0.28, 0.37, 0.08, -0.57, 0.14, -0.94, -0.69, 0.29, 0.34, 0.34, 0.29, 0.32, 0.09, 0.38]
}